Entry A
{
  "formula": "C5H7N3",
  "method": "wB97M-V/def2-TZVPD",
  "elements": ["C", "C", "C", "C", "C", "N", "N", "N", "H", "H", "H", "H", "H", "H", "H"],
  "xyz": [[-2.07, 0.08, -0.06], [-0.71, -0.63, 0.23], [0.23, -0.90, -0.91], [1.24, 0.05, -0.27], [2.30, 0.73, 0.09], [2.00, 1.46, 1.20], [0.84, 1.11, 1.61], [0.33, 0.28, 0.71], [-2.50, 0.39, 0.91], [-1.72, 1.01, -0.56], [-2.77, -0.67, -0.44], [-0.71, -1.47, 0.93], [0.51, -1.95, -1.02], [-0.11, -0.55, -1.89], [3.14, 1.05, -0.52]],
  "lowdin_charge": [-0.02, -0.28, -0.06, -0.20, -0.13, 0.00, 0.02, -0.07, 0.08, 0.10, 0.08, 0.15, 0.11, 0.12, 0.10],
  "molar_mass_g_mol": 109.13,
  "gap_ev": 10.49,
  "smiles": "C[C@H]1Cc2cnnn21",
  "lumo_ha": 0.0304
}

---

Entry B
{
  "formula": "C5H7N3",
  "method": "wB97M-V/def2-TZVPD",
  "elements": ["C", "C", "C", "C", "C", "H", "H", "H", "H", "H", "H", "H", "N", "N", "N"],
  "xyz": [[0.46, 0.85, 0.04], [1.39, -0.06, -0.39], [0.99, -1.30, -0.76], [-1.62, -0.76, 0.87], [-0.96, 0.34, 0.08], [0.42, 2.43, 1.37], [1.79, 2.37, -0.24], [2.55, -0.08, -0.76], [1.57, -2.10, -1.41], [-2.71, -0.64, 1.21], [-1.17, -1.45, 1.75], [-1.76, 1.10, -0.25], [0.56, 2.36, -0.08], [-0.16, -1.86, -0.94], [-1.36, -1.19, -0.49]],
  "lowdin_charge": [-0.37, -0.11, -0.27, -0.20, -0.15, 0.25, 0.16, 0.16, 0.15, 0.11, 0.15, 0.15, 0.00, 0.02, -0.04],
  "molar_mass_g_mol": 109.13,
  "gap_ev": 8.41,
  "lumo_ha": -0.0013
}

---

Ordering by calculated energy gives the sequence entry A, entry B, with the first entry being the most stable.